Model i:
Entry from the Open Molecules 2025 dataset: a structure of composition C3H4P2 (the ωB97M-V functional and the def2-TZVPD basis).

Element x y z (Å)
C  -0.90  0.14  1.28
C  -0.48  -0.40  0.15
C  3.00  -0.06  -1.97
P  1.25  0.33  -0.39
P  2.81  -1.17  -0.76
H  -1.84  -0.13  1.74
H  -0.31  0.89  1.79
H  -1.01  -1.15  -0.41
H  3.25  -0.03  -3.01

As for the LUMO energy: -0.547 eV. Its spin multiplicity is 1.

---

Model ii:
Entry from the Open Molecules 2025 dataset: an isolated molecule of C3H4P2 (the ωB97M-V functional and the def2-TZVPD basis).

Element x y z (Å)
C  0.58  0.80  0.74
C  0.35  0.02  -0.35
C  0.35  -1.43  -0.21
P  -0.21  -2.91  -1.06
P  0.63  -2.57  0.96
H  0.66  1.93  0.75
H  0.79  0.52  1.77
H  0.17  0.37  -1.26
H  -1.61  -2.61  -1.07

As for the LUMO energy: -0.600 eV. Its spin multiplicity is 1. The SMILES is C=CC1=P#[PH]1.

---

Model iii:
Entry from the Open Molecules 2025 dataset: an isolated molecule of C3H4P2 (the ωB97M-V functional and the def2-TZVPD basis).

Element x y z (Å)
C  -0.58  1.29  -0.43
C  -1.13  0.65  0.60
C  -0.11  -0.04  -0.81
P  1.67  -0.19  -0.32
P  -1.63  -0.94  -0.14
H  -0.45  2.33  -0.53
H  1.38  0.24  0.99
H  2.03  -1.45  -0.16
H  -1.18  -1.89  0.79

As for the LUMO energy: 0.304 eV. Its spin multiplicity is 1. The SMILES is P[C@@]12C=C1P2.

---

Model iv:
Entry from the Open Molecules 2025 dataset: a structure of composition C3H4P2 (the ωB97M-V functional and the def2-TZVPD basis).

Element x y z (Å)
C  0.33  -0.83  0.76
C  0.34  0.94  -1.14
C  0.94  0.14  0.16
P  2.61  0.77  -0.57
P  1.85  1.67  -2.31
H  -0.74  -1.07  0.38
H  0.82  -1.40  1.48
H  -0.49  0.41  -1.69
H  -0.09  1.92  -0.81

As for the LUMO energy: -1.100 eV. Its spin multiplicity is 1.

---

model ii (0.0325 hartree below the next structure)

---

Model i:
Entry from the Open Molecules 2025 dataset: the ion C6H17N2 with charge +1 (the ωB97M-V functional and the def2-TZVPD basis).

Element x y z (Å)
C  -0.46  -0.53  -2.38
C  0.03  0.80  -2.01
C  0.63  1.11  -0.55
C  -0.14  0.45  0.69
C  0.29  -1.01  0.96
C  0.13  -1.55  2.50
N  1.05  -1.14  3.54
N  -1.08  1.96  -2.07
H  -0.38  -1.00  -3.33
H  -0.11  -1.32  -1.71
H  -1.56  -0.58  -2.25
H  0.84  1.27  -2.56
H  1.71  0.85  -0.27
H  0.69  2.21  -0.43
H  -1.23  0.51  0.67
H  0.42  1.03  1.65
H  1.37  -1.22  0.71
H  -0.09  -1.66  0.08
H  -0.82  -0.96  2.62
H  -0.18  -2.67  2.75
H  1.98  -1.48  3.29
H  0.97  -1.69  4.41
H  -1.16  2.29  -3.02
H  -0.90  2.79  -1.52
H  -2.01  1.56  -1.74

As for the LUMO energy: -3.532 eV. Its spin multiplicity is 1. The SMILES is C[C@@H]([NH3+])CCCCN. Its total charge is +1.

---

Model ii:
Entry from the Open Molecules 2025 dataset: a cluster of 2 separate species, C6H17N2 in total (the ωB97M-V functional and the def2-TZVPD basis).

Element x y z (Å)
C  -0.32  1.37  2.57
C  -1.76  -1.73  0.64
C  -1.33  -0.86  1.83
C  -0.55  0.40  1.41
H  -1.28  1.66  2.98
H  0.20  2.28  2.26
H  0.26  0.89  3.35
H  -2.40  -2.54  0.99
H  -0.87  -2.22  0.22
H  -2.30  -1.17  -0.12
H  -0.70  -1.50  2.45
H  -2.18  -0.58  2.46
H  0.44  0.07  1.05
H  -1.07  0.87  0.56
C  1.27  -0.27  -1.97
C  1.67  0.91  -2.45
N  2.98  1.27  -2.63
N  -0.15  -0.55  -1.72
H  1.93  -1.06  -1.65
H  0.97  1.68  -2.73
H  3.13  2.26  -2.49
H  3.65  0.67  -2.17
H  -0.44  -0.15  -0.81
H  -0.37  -1.54  -1.61
H  -0.78  -0.18  -2.43

As for the LUMO energy: -3.050 eV. Its spin multiplicity is 1. Its total charge is +1.

---

model ii (0.0832 hartree below the next structure)

---

Model i:
Entry from the Open Molecules 2025 dataset: a cluster of 2 separate species, C6H17N2 in total (the ωB97M-V functional and the def2-TZVPD basis).

Element x y z (Å)
C  -1.10  -1.67  0.92
C  -1.35  -2.81  0.21
N  -2.76  -3.23  0.25
N  0.11  -1.16  1.25
H  -1.91  -1.09  1.37
H  -0.65  -3.45  -0.32
H  -2.91  -4.00  0.83
H  -3.41  -2.48  0.50
H  -3.03  -3.52  -0.73
H  0.96  -1.63  0.94
H  0.16  -0.22  1.59
C  2.21  0.26  -1.16
C  0.06  3.28  0.15
C  0.65  1.85  0.13
C  1.74  1.75  -0.96
H  2.84  -0.14  -0.33
H  2.84  0.16  -2.08
H  1.33  -0.41  -1.32
H  -0.96  3.40  0.59
H  0.01  3.67  -0.90
H  0.71  4.10  0.60
H  -0.23  1.19  -0.10
H  0.96  1.63  1.19
H  1.22  2.06  -1.86
H  2.53  2.45  -0.75

As for the LUMO energy: -3.522 eV. Its spin multiplicity is 1. Its total charge is +1.

---

Model ii:
Entry from the Open Molecules 2025 dataset: a cluster of 2 separate species, C6H17N2 in total (the ωB97M-V functional and the def2-TZVPD basis).

Element x y z (Å)
N  -2.73  -0.02  2.21
C  -2.58  0.52  -1.40
C  -1.43  -0.36  -1.28
N  -0.42  0.10  -0.30
C  3.33  0.95  -0.17
C  1.89  0.87  0.18
C  1.02  -0.37  -0.33
C  1.29  -1.58  0.60
H  -2.14  0.56  2.84
H  -1.88  -0.29  1.69
H  -3.33  0.43  -0.62
H  -2.16  1.52  -1.33
H  -3.00  0.35  -2.36
H  -1.01  -0.59  -2.31
H  -1.68  -1.49  -0.94
H  -3.15  -0.78  2.79
H  3.97  0.48  0.61
H  3.53  0.49  -1.15
H  3.58  2.02  -0.36
H  1.28  1.72  -0.04
H  1.69  1.00  1.24
H  1.31  -0.60  -1.46
H  0.65  -1.48  1.43
H  0.97  -2.47  0.15
H  2.35  -1.64  0.90

As for the LUMO energy: -8.211 eV. Its spin multiplicity is 1. Its total charge is +1.

---

model i (0.1521 hartree below the next structure)

---

Model i:
Entry from the Open Molecules 2025 dataset: the ion C9H11N4 with charge +1 (the ωB97M-V functional and the def2-TZVPD basis).

Element x y z (Å)
C  -0.85  -2.60  -0.50
C  -0.68  -1.78  -1.53
C  0.65  0.12  -2.20
C  0.72  1.41  -1.99
C  0.15  2.61  0.00
C  0.18  1.99  1.19
C  -0.52  -1.64  1.68
C  0.50  -0.56  1.42
C  -0.87  0.56  -0.57
N  -1.01  -2.37  0.83
N  -0.40  -0.41  -1.43
N  -0.28  1.79  -1.05
N  -0.29  0.57  1.13
H  -1.21  -3.72  -0.77
H  -0.55  -2.20  -2.49
H  0.97  -0.31  -3.11
H  1.44  2.20  -2.36
H  0.26  3.68  -0.02
H  0.36  2.50  2.14
H  -0.78  -1.65  2.64
H  1.27  -0.50  2.28
H  0.92  -0.79  0.46
H  -1.93  0.59  -0.56
H  -1.22  0.64  1.69

As for the LUMO energy: -3.458 eV. Its spin multiplicity is 1. The SMILES is C1=CN2/C=C\N=C/C[N@H+]3C=CN1[C@@H]23. Its total charge is +1.

---

Model ii:
Entry from the Open Molecules 2025 dataset: the ion C9H11N4 with charge +1 (the ωB97M-V functional and the def2-TZVPD basis).

Element x y z (Å)
C  -1.67  -1.04  3.29
C  -1.40  0.21  3.85
C  -0.79  1.27  1.89
C  -1.28  -1.15  1.95
C  -0.83  0.03  1.11
C  0.25  -0.81  -1.11
C  0.40  0.66  -1.06
C  1.54  -1.60  -0.81
C  -0.32  1.42  -2.14
N  -1.13  1.29  3.10
N  -1.23  -2.33  1.37
N  -1.30  -3.32  0.86
N  -0.38  -0.05  -0.08
H  -1.77  -1.95  3.83
H  -1.74  0.44  4.83
H  -0.52  2.24  1.46
H  -0.44  -1.20  -1.86
H  1.30  1.11  -0.64
H  2.35  -1.03  -1.25
H  1.50  -2.59  -1.29
H  1.60  -1.55  0.27
H  0.29  1.89  -2.95
H  -0.85  2.34  -1.83
H  -1.14  0.61  -2.42

As for the LUMO energy (alpha / beta): -5.284 / -5.286 eV. Its spin multiplicity is 1. The SMILES is C[C@@H]1[C@@H](C)N1c1cnccc1[N+]#N. Its total charge is +1.

---

Model iii:
Entry from the Open Molecules 2025 dataset: the ion C9H11N4 with charge +1 (the ωB97M-V functional and the def2-TZVPD basis).

Element x y z (Å)
C  1.91  -0.53  3.12
C  2.64  -0.70  1.94
C  0.61  -0.04  3.06
C  2.19  -0.31  0.71
C  0.09  0.29  1.85
C  0.82  0.19  0.64
C  -3.49  0.12  -1.09
C  -2.14  0.18  -1.55
C  0.16  0.40  -0.62
N  -3.08  1.30  -1.25
N  -1.12  -0.09  -0.57
N  -1.69  0.19  -2.95
N  0.50  0.92  -1.80
H  2.30  -0.73  4.11
H  3.63  -1.13  1.91
H  0.03  -0.03  3.95
H  2.76  -0.69  -0.07
H  -0.92  0.78  1.82
H  -4.36  -0.40  -0.75
H  -1.36  -0.46  0.37
H  -1.49  -0.68  -3.30
H  -2.44  0.66  -3.55
H  -0.10  0.84  -2.55
H  1.32  1.48  -1.97

As for the LUMO energy: -3.977 eV. Its spin multiplicity is 1. The SMILES is N[C@]1(NC(=[NH2+])c2ccccc2)C=N1. Its total charge is +1.

---

model iii (0.0903 hartree below the next structure)

---

Model i:
Entry from the Open Molecules 2025 dataset: an isolated molecule of C6H14N4 (the ωB97M-V functional and the def2-TZVPD basis).

Element x y z (Å)
C  1.91  0.56  -1.44
C  0.95  1.74  -1.50
C  -0.75  0.23  -0.47
C  -1.59  -0.13  1.82
C  -1.22  -1.59  1.48
C  0.34  -0.85  -0.26
H  1.86  -0.09  -2.35
H  2.96  0.87  -1.37
H  1.05  2.26  -2.45
H  1.22  2.33  -0.62
H  -1.17  1.88  -1.46
H  -1.73  -0.25  -0.79
H  0.07  0.98  1.25
H  -2.68  0.09  1.69
H  -1.30  0.15  2.86
H  -1.24  -2.23  2.36
H  -1.90  -2.03  0.79
H  0.62  -2.51  0.89
H  0.28  -1.56  -1.15
H  1.76  0.10  0.60
N  -0.40  1.18  -1.48
N  -0.92  0.84  0.90
N  0.16  -1.57  0.99
N  1.71  -0.38  -0.30

As for the LUMO energy: 1.086 eV. Its spin multiplicity is 1. The SMILES is C1CN[C@H]2NCCN[C@H]2N1.

---

Model ii:
Entry from the Open Molecules 2025 dataset: a cluster of 3 separate species, C6H14N4 in total (the ωB97M-V functional and the def2-TZVPD basis).

Element x y z (Å)
C  1.50  0.74  1.50
C  1.64  0.94  -1.57
C  1.29  -0.42  0.56
C  2.15  -1.48  0.54
H  1.03  0.55  2.46
H  2.57  0.90  1.63
H  1.59  0.02  -2.15
H  1.50  1.76  -2.29
H  2.66  1.04  -1.22
H  1.07  1.66  1.11
H  3.15  -1.36  0.90
H  1.90  -2.39  0.02
C  -2.46  -0.63  -0.08
C  -1.11  0.02  0.04
N  -0.89  1.23  -0.41
N  -3.50  0.22  0.19
N  -2.69  -1.80  -0.52
N  -0.10  -0.77  0.38
H  0.32  1.29  -1.07
H  -1.70  1.76  -0.69
H  -3.35  0.96  0.86
H  -4.41  -0.21  0.21
H  -0.30  -1.76  0.48
H  -1.87  -2.28  -0.88

As for the LUMO energy: 0.518 eV. Its spin multiplicity is 1.

---

model i (0.0803 hartree below the next structure)